ORCA calculation (the ωB97M-V functional and the def2-TZVPD basis) on a molecular structure, C27H27BrO2S2V.

Summary:
- energy relative to the best compared isomer or geometry (same formula, charge and spin) (kJ/mol) = 184.6
- HOMO level (alpha / beta) (Eh) = -0.376 / -0.382
- orbital gap (alpha / beta) (eV) = 7.878 / 8.201
- LUMO level (alpha / beta) (eV) = -2.34 / -2.20
- maximum force (eV Å⁻¹) = 0.60
- net charge = +1
- multiplicity = 3

Last column: Mulliken charge in e.
Element x y z (Å)
V (-0.335, 0.081, -0.364)  0.463
Br (2.773, 0.305, 1.047)  -0.058
C (2.897, -1.575, 0.742)  0.384
C (4.126, -2.152, 0.856)  -0.764
C (4.252, -3.547, 0.714)  -0.570
C (3.143, -4.313, 0.503)  -0.963
C (1.862, -3.722, 0.392)  1.053
C (0.709, -4.529, 0.211)  -0.773
C (-0.530, -3.968, 0.129)  -1.245
C (-0.658, -2.562, 0.182)  -0.186
C (0.427, -1.724, 0.317)  0.141
C (1.715, -2.310, 0.475)  0.691
H (4.996, -1.544, 1.065)  0.449
H (5.230, -4.001, 0.797)  0.391
H (3.223, -5.390, 0.424)  0.383
H (0.836, -5.602, 0.149)  0.385
H (-1.410, -4.587, 0.011)  0.415
H (-1.661, -2.148, 0.077)  0.502
O (0.718, 1.790, -0.777)  -0.200
S (0.548, 2.755, -1.949)  0.079
C (-0.984, 3.673, -1.609)  -0.776
C (-1.041, 4.471, -0.310)  -1.182
C (-1.150, 3.617, 0.961)  0.077
C (-2.549, 3.024, 1.131)  -0.979
S (-2.616, 1.341, 1.794)  -0.047
O (-2.004, 0.477, 0.701)  -0.141
C (-1.414, 1.472, 3.103)  0.488
C (-0.302, 0.652, 3.114)  -0.062
C (0.596, 0.757, 4.170)  -0.711
C (0.361, 1.655, 5.198)  -0.596
C (-0.777, 2.455, 5.185)  -0.580
C (-1.676, 2.364, 4.139)  -0.689
C (1.739, 4.030, -1.605)  0.673
C (1.972, 4.974, -2.595)  -0.457
C (2.883, 5.989, -2.349)  -0.625
C (3.555, 6.037, -1.135)  -0.478
C (3.325, 5.072, -0.163)  -0.746
C (2.408, 4.056, -0.393)  -0.231
H (-1.766, 2.912, -1.683)  0.403
H (-1.092, 4.326, -2.479)  0.608
H (-1.903, 5.140, -0.373)  0.444
H (-0.165, 5.117, -0.246)  0.465
H (-0.917, 4.233, 1.828)  0.490
H (-0.401, 2.827, 0.939)  -0.116
H (-3.086, 2.919, 0.185)  0.516
H (-3.185, 3.625, 1.784)  0.518
H (-0.132, -0.083, 2.335)  0.619
H (1.473, 0.125, 4.180)  0.503
H (1.059, 1.727, 6.021)  0.417
H (-0.965, 3.146, 5.995)  0.410
H (-2.571, 2.976, 4.135)  0.393
H (1.461, 4.913, -3.550)  0.430
H (3.077, 6.733, -3.109)  0.417
H (4.271, 6.825, -0.949)  0.403
H (3.863, 5.106, 0.774)  0.454
H (2.220, 3.287, 0.343)  0.256
C (-1.092, -0.243, -2.229)  -1.342
H (-0.285, -0.727, -2.794)  0.329
H (-1.405, 0.644, -2.791)  0.504
H (-1.936, -0.935, -2.193)  0.365